(1)
Computed, not measured: 2 unconnected molecules or ions with the total composition C6H17FNO5P2S at a distorted geometry, with the ωB97M-V functional and the def2-TZVPD basis.

## Properties
net charge: -1
electronic energy: -1850.71065 hartree
energy relative to the best compared isomer or geometry (same formula, charge and spin): 0.0 kcal/mol
frontier orbital gap: 8.38 eV

Structure (XYZ):
```
33
C6H17FNO5P2S (the ωB97M-V functional and the def2-TZVPD basis)
O 2.45 0.32 0.89
P 3.59 0.83 0.12
O 5.00 0.74 0.89
O 3.51 2.44 -0.06
P 3.81 -0.05 -1.89
N 3.04 -1.52 -2.00
S 3.07 -2.64 -0.90
O 3.50 -3.91 -1.43
O 1.93 -2.66 -0.05
F 4.29 -2.22 0.07
H 4.85 0.19 1.67
H 2.69 2.61 -0.53
H 5.19 -0.34 -1.74
C -0.56 0.40 -1.40
C -0.85 0.81 0.04
C -1.53 -0.30 0.85
C -2.90 -0.73 0.33
C -3.94 0.39 0.22
C -4.26 1.04 1.56
H -1.47 0.19 -1.97
H -0.03 1.20 -1.93
H 0.07 -0.49 -1.42
H -1.46 1.72 0.05
H 0.09 1.05 0.53
H -1.62 0.03 1.89
H -0.87 -1.17 0.87
H -3.29 -1.51 0.99
H -2.79 -1.20 -0.66
H -4.85 -0.02 -0.21
H -3.59 1.15 -0.48
H -4.64 0.30 2.27
H -5.03 1.81 1.44
H -3.39 1.52 2.00
```

=====

(2)
Computed, not measured: a molecular structure, C47H86F30N10O21S10 at a distorted geometry, with the ωB97M-V functional and the def2-TZVPD basis.

## Properties
electronic energy: -10947.51571 hartree
energy relative to the best compared isomer or geometry (same formula, charge and spin): 0.0 kcal/mol
frontier orbital gap: 5.88 eV

Structure (XYZ):
```
204
C47H86F30N10O21S10 (the ωB97M-V functional and the def2-TZVPD basis)
C -1.73 -1.38 0.45
N -0.68 -0.87 1.38
C -1.21 -1.32 2.72
C 0.59 -1.56 1.20
C -0.53 0.62 1.51
C 0.47 1.21 0.56
O 1.78 1.18 1.15
H -1.80 -2.44 0.67
H -1.42 -1.17 -0.58
H -2.67 -0.85 0.61
H -1.33 -2.40 2.75
H -2.18 -0.88 2.92
H -0.52 -0.98 3.49
H 1.01 -1.30 0.23
H 0.41 -2.64 1.13
H 1.32 -1.38 1.98
H -0.17 0.80 2.51
H -1.53 1.03 1.39
H 0.22 2.27 0.43
H 0.48 0.77 -0.45
H 2.19 2.08 1.21
C -2.27 4.78 -0.29
C -2.69 5.44 -1.57
C -3.91 6.29 -1.39
N -4.16 7.21 -2.55
C -4.45 6.45 -3.79
C -3.14 8.30 -2.72
C -3.86 9.50 -3.31
C -5.37 9.23 -3.10
C -5.42 7.99 -2.22
H -1.44 4.09 -0.37
H -3.04 4.25 0.27
H -1.99 5.53 0.46
H -2.86 4.62 -2.28
H -1.87 5.99 -2.04
H -3.93 6.96 -0.53
H -4.76 5.61 -1.35
H -3.54 5.93 -4.07
H -4.65 7.18 -4.57
H -5.26 5.76 -3.58
H -2.41 7.91 -3.42
H -2.72 8.48 -1.73
H -3.63 9.61 -4.37
H -3.60 10.45 -2.84
H -5.85 8.94 -4.04
H -5.84 10.11 -2.69
H -6.28 7.35 -2.39
H -5.43 8.28 -1.17
C 5.80 4.97 -3.00
C 6.28 3.63 -2.45
C 5.09 2.78 -1.98
N 5.18 1.28 -2.16
C 6.43 0.77 -1.57
C 3.92 0.66 -1.47
C 3.33 -0.33 -2.47
C 4.42 -0.60 -3.47
C 5.07 0.75 -3.58
H 5.24 4.72 -3.91
H 6.66 5.57 -3.30
H 5.23 5.59 -2.32
H 6.90 3.72 -1.54
H 6.96 3.10 -3.12
H 4.21 3.03 -2.57
H 4.91 2.94 -0.92
H 6.32 -0.24 -1.16
H 6.66 1.37 -0.69
H 7.25 0.81 -2.28
H 4.22 0.12 -0.57
H 3.15 1.38 -1.20
H 3.14 -1.22 -1.87
H 2.40 0.00 -2.91
H 5.16 -1.37 -3.22
H 4.03 -0.87 -4.46
H 6.03 0.75 -4.09
H 4.43 1.49 -4.07
C -5.84 -4.86 -6.10
C -5.22 -4.44 -4.77
C -6.22 -4.14 -3.69
N -5.56 -3.67 -2.41
C -4.92 -2.32 -2.60
C -4.54 -4.66 -1.90
C -4.54 -4.40 -0.39
C -5.97 -4.06 -0.03
C -6.63 -3.58 -1.34
H -6.62 -4.26 -6.57
H -6.20 -5.90 -6.05
H -5.03 -4.93 -6.84
H -4.60 -3.58 -5.05
H -4.32 -5.03 -4.55
H -6.87 -4.97 -3.45
H -6.70 -3.21 -4.01
H -4.68 -2.07 -1.57
H -5.68 -1.67 -3.01
H -4.02 -2.40 -3.19
H -3.64 -4.40 -2.43
H -4.87 -5.66 -2.18
H -3.78 -3.60 -0.43
H -4.13 -5.17 0.26
H -6.03 -3.24 0.68
H -6.53 -4.93 0.30
H -6.93 -2.54 -1.27
H -7.46 -4.17 -1.71
C 4.10 -2.41 2.71
C 5.24 -2.67 1.76
C 6.53 -2.80 2.49
N 7.71 -3.24 1.69
C 7.67 -2.91 0.26
C 7.68 -4.78 1.69
C 9.08 -5.24 1.38
C 9.99 -4.12 1.87
C 9.05 -3.01 2.34
H 4.21 -2.99 3.64
H 3.15 -2.68 2.27
H 4.15 -1.41 3.15
H 5.33 -1.93 0.96
H 4.98 -3.59 1.23
H 6.45 -3.38 3.41
H 6.83 -1.83 2.91
H 7.93 -1.86 0.16
H 6.72 -3.09 -0.23
H 8.44 -3.47 -0.26
H 6.88 -5.19 1.08
H 7.41 -5.03 2.72
H 9.24 -5.41 0.31
H 9.33 -6.26 1.68
H 10.74 -3.71 1.19
H 10.54 -4.40 2.77
H 9.32 -1.99 2.05
H 8.91 -3.02 3.42
C 0.69 -5.77 2.11
F 1.21 -5.87 0.88
F 1.50 -6.37 3.00
F 0.67 -4.46 2.45
S -0.98 -6.60 2.21
O -1.58 -6.26 0.96
O -0.67 -7.98 2.35
N -1.52 -5.93 3.57
S -2.81 -5.00 3.29
O -2.55 -3.96 2.31
O -4.07 -5.67 3.22
C -2.89 -4.04 4.89
F -2.90 -4.85 5.93
F -1.98 -3.12 4.93
F -4.12 -3.50 4.90
C 1.70 5.05 -0.63
F 2.93 5.18 -1.13
F 0.90 6.08 -0.92
F 1.14 3.97 -1.19
S 1.74 4.88 1.23
O 2.16 6.12 1.79
O 0.47 4.39 1.61
N 2.79 3.58 1.27
S 4.04 4.05 2.14
O 4.97 4.90 1.42
O 3.79 4.48 3.49
C 4.94 2.43 2.40
F 5.27 1.87 1.20
F 6.02 2.65 3.11
F 4.20 1.52 3.02
C 1.98 -4.02 -2.29
F 1.90 -5.18 -1.70
F 1.67 -3.07 -1.39
F 3.21 -3.85 -2.78
S 0.75 -3.91 -3.68
O 1.25 -4.92 -4.57
O -0.53 -4.22 -3.15
N 1.04 -2.40 -4.28
S -0.31 -1.60 -4.19
O -1.34 -2.25 -4.96
O -0.72 -1.02 -2.94
C 0.05 -0.14 -5.26
F 0.34 -0.48 -6.50
F -1.04 0.64 -5.26
F 1.04 0.63 -4.75
C -5.34 1.54 -1.92
F -4.84 0.50 -2.58
F -4.99 2.66 -2.56
F -6.65 1.47 -1.91
S -4.54 1.55 -0.23
O -3.16 1.19 -0.41
O -4.78 2.90 0.23
N -5.39 0.45 0.59
S -5.17 0.84 2.14
O -3.88 1.38 2.44
O -6.31 1.51 2.65
C -5.15 -0.85 2.94
F -4.74 -0.74 4.16
F -6.40 -1.36 2.89
F -4.40 -1.72 2.25
C -4.01 1.53 8.98
F -2.77 1.77 9.42
F -4.55 0.59 9.78
F -4.77 2.62 9.08
S -3.99 0.85 7.22
O -4.04 -0.56 7.40
O -5.09 1.42 6.51
N -2.65 1.48 6.51
S -1.52 0.38 6.54
O -1.09 0.04 7.87
O -1.74 -0.73 5.68
C -0.06 1.29 5.82
F 0.89 0.39 5.51
F -0.42 1.79 4.61
F 0.36 2.26 6.58
```

=====

(3)
Computed, not measured: a molecular structure, C40H28ClF10GeO4PPd, with the ωB97M-V functional and the def2-TZVPD basis.

## Properties
net charge: -2
electronic energy: -5846.88515 hartree
energy relative to the best compared isomer or geometry (same formula, charge and spin): 5.8 kcal/mol
frontier orbital gap (spin up / spin down): 5.19 / 5.02 eV

Structure (XYZ):
```
86
C40H28ClF10GeO4PPd (the ωB97M-V functional and the def2-TZVPD basis)
Pd 0.15 0.92 0.49
O 0.43 0.38 4.86
Cl -0.14 -0.05 3.61
O -1.49 -0.49 3.79
O -0.13 1.11 2.70
O 0.67 -1.11 3.05
C -1.30 2.18 0.05
Ge -2.29 1.66 -1.50
C -1.43 1.94 -3.26
C -1.47 1.02 -4.30
C -0.85 1.27 -5.52
C -0.18 2.47 -5.73
C -0.14 3.41 -4.71
C -0.76 3.14 -3.49
C -3.84 2.92 -1.70
C -4.70 2.89 -2.80
C -5.74 3.80 -2.93
C -5.95 4.77 -1.97
C -5.10 4.83 -0.87
C -4.06 3.91 -0.74
C -3.14 -0.14 -1.59
C -2.34 -1.29 -1.69
C -2.92 -2.56 -1.70
C -4.29 -2.71 -1.61
C -5.09 -1.58 -1.50
C -4.52 -0.32 -1.49
H -2.02 2.27 0.88
H -1.97 0.07 -4.15
H -0.88 0.53 -6.31
H 0.31 2.67 -6.67
H 0.38 4.35 -4.86
H -0.71 3.88 -2.69
H -4.55 2.14 -3.57
H -6.39 3.75 -3.80
H -6.76 5.49 -2.07
H -5.24 5.59 -0.11
H -3.39 3.97 0.11
H -1.27 -1.17 -1.73
H -2.28 -3.43 -1.76
H -4.74 -3.70 -1.61
H -6.17 -1.69 -1.42
H -5.16 0.55 -1.40
F 5.85 2.70 5.74
C 6.44 1.96 4.78
F 6.99 0.90 5.41
F 7.48 2.69 4.32
C 5.49 1.55 3.70
C 4.41 0.75 4.04
C 3.51 0.35 3.06
C 3.69 0.74 1.73
C 4.77 1.55 1.41
C 5.67 1.96 2.39
P 2.41 0.22 0.51
C 3.11 0.92 -1.06
C 2.48 2.02 -1.62
C 2.97 2.58 -2.79
C 4.09 2.04 -3.41
C 4.72 0.93 -2.86
C 4.22 0.38 -1.69
C 4.59 2.62 -4.69
F 5.92 2.45 -4.85
F 4.02 2.05 -5.78
F 4.35 3.94 -4.80
C 2.83 -1.55 0.22
C 2.01 -2.18 -0.71
C 2.20 -3.52 -1.02
C 3.20 -4.24 -0.38
C 4.01 -3.62 0.57
C 3.83 -2.28 0.86
C 3.38 -5.69 -0.67
F 4.67 -6.09 -0.54
F 2.67 -6.48 0.17
F 3.00 -6.02 -1.92
H 4.24 0.45 5.06
H 2.65 -0.25 3.33
H 4.93 1.89 0.39
H 6.51 2.59 2.12
H 1.58 2.42 -1.17
H 2.46 3.43 -3.23
H 5.59 0.50 -3.34
H 4.71 -0.49 -1.27
H 1.22 -1.60 -1.19
H 1.56 -4.00 -1.75
H 4.79 -4.18 1.06
H 4.47 -1.80 1.59
F 0.15 0.28 -1.51
```

=====

(4)
Computed, not measured: a single C5H13NO molecule at a distorted geometry, with the ωB97M-V functional and the def2-TZVPD basis.

## Properties
electronic energy: -328.28146 hartree
energy relative to the best compared isomer or geometry (same formula, charge and spin): 23.5 kcal/mol
frontier orbital gap: 10.25 eV
SMILES: CN[C@H](C)[C@@H](C)O

Structure (XYZ):
```
20
C5H13NO (the ωB97M-V functional and the def2-TZVPD basis)
C 0.96 2.02 -0.82
N 1.05 0.76 -0.08
C -0.23 0.14 0.21
C -1.01 0.74 1.38
C -0.04 -1.41 0.30
C -0.68 -2.08 -0.91
O 1.33 -1.74 0.40
H 0.30 2.76 -0.38
H 1.92 2.51 -0.87
H 0.55 1.79 -1.80
H 1.54 0.93 0.78
H -0.84 0.34 -0.66
H -0.39 0.65 2.29
H -2.00 0.33 1.51
H -1.06 1.82 1.19
H -0.47 -1.87 1.19
H -0.50 -3.14 -0.92
H -1.77 -1.89 -0.81
H -0.45 -1.61 -1.86
H 1.79 -1.07 -0.13
```

=====

(5)
Computed, not measured: a molecular structure, C17H12Br4N3O7ReS at a distorted geometry, with the ωB97M-V functional and the def2-TZVPD basis.

## Properties
net charge: -1
electronic energy: -12118.50867 hartree
2S+1: 2
frontier orbital gap (spin up / spin down): 5.87 / 5.35 eV
⟨S²⟩: 0.912

Structure (XYZ):
```
45
C17H12Br4N3O7ReS (the ωB97M-V functional and the def2-TZVPD basis)
Re -0.09 0.63 0.40
O 3.86 0.59 4.91
C 2.96 0.60 3.91
C 2.43 -0.69 3.34
C 1.54 -0.61 2.34
N 1.16 0.64 1.85
C 1.52 1.76 2.32
C 2.51 1.79 3.43
C 0.85 2.87 1.72
O 0.96 4.05 1.98
O -0.22 2.43 1.00
C 0.82 -1.67 1.70
O 0.89 -2.85 1.93
O -0.23 -1.16 1.00
H 4.20 -0.24 5.28
H 2.73 -1.65 3.75
H 2.86 2.73 3.84
Br 0.15 4.39 -5.43
C 0.57 3.18 -3.99
C 1.79 2.48 -3.99
Br 3.04 2.71 -5.43
C 2.08 1.60 -2.93
Br 3.75 0.62 -2.91
C 1.18 1.40 -1.84
O 1.37 0.63 -0.85
C -0.05 2.11 -1.84
O -0.82 1.89 -0.85
C -0.33 2.99 -2.93
Br -2.02 3.95 -2.91
S -2.47 0.63 0.40
C -2.53 -0.95 -0.08
N -2.55 -1.96 0.82
C -2.43 -3.36 0.46
C -3.06 -3.63 -0.89
C -2.47 -2.65 -1.88
N -2.57 -1.29 -1.40
H -2.45 -1.69 1.79
H -2.92 -3.95 1.25
H -1.37 -3.61 0.46
H -4.15 -3.48 -0.83
H -2.88 -4.66 -1.21
H -2.99 -2.70 -2.85
H -1.41 -2.85 -2.05
H -2.50 -0.52 -2.05
H -0.74 -0.49 -0.73
```